1.
# C51H52F2N7O2S3SiW

A structure of composition C51H52F2N7O2S3SiW (ωB97M-V/def2-TZVPD, the Open Molecules 2025 dataset).

The value obtained for the HOMO energy (alpha / beta) is -9.338 / -10.410 eV. The energy above the lowest of the compared OMol25 structures with the same formula, charge and spin comes out at 26.0 kcal per mole. As for the LUMO energy (alpha / beta): -2.0 / -3.8 eV. The charge is +1. As for the total energy: -4258.8973 a.u. As for the spin multiplicity: 3.

Geometry (Å):
W: 0.60 -1.41 -1.02
N: 1.72 0.24 -0.36
S: 1.97 1.42 0.46
N: 0.88 2.53 0.77
S: -0.53 1.91 1.61
N: -1.67 2.01 0.47
S: -1.83 0.82 -0.56
N: -1.09 -0.45 -0.38
C: -3.57 0.46 -0.53
C: -3.97 -0.86 -0.64
C: -5.33 -1.15 -0.65
C: -6.26 -0.13 -0.54
C: -5.84 1.20 -0.43
C: -4.49 1.50 -0.43
C: -1.67 1.64 -2.13
C: -0.91 2.79 -2.23
C: -0.69 3.35 -3.48
C: -1.24 2.76 -4.61
C: -2.01 1.60 -4.50
C: -2.22 1.03 -3.25
C: -1.54 0.86 2.95
C: -0.77 0.29 3.94
C: -1.39 -0.43 4.95
C: -2.77 -0.58 4.94
C: -3.53 0.00 3.93
C: -2.92 0.72 2.92
C: -0.81 3.43 2.51
C: 0.08 3.72 3.53
C: -0.13 4.86 4.29
C: -1.21 5.69 4.02
C: -2.08 5.38 2.99
C: -1.89 4.23 2.23
C: 2.71 1.04 2.06
C: 3.29 2.07 2.81
C: 3.84 1.78 4.05
C: 3.80 0.48 4.54
C: 3.22 -0.53 3.79
C: 2.68 -0.26 2.54
C: 3.26 2.42 -0.26
C: 4.46 1.77 -0.54
C: 5.48 2.46 -1.16
C: 5.29 3.79 -1.52
C: 4.09 4.43 -1.24
C: 3.06 3.75 -0.60
H: -3.21 -1.63 -0.72
H: -5.66 -2.18 -0.73
H: -7.31 -0.36 -0.54
H: -6.57 1.99 -0.35
H: -4.15 2.52 -0.35
H: -0.48 3.23 -1.33
H: -0.10 4.25 -3.57
H: -1.08 3.20 -5.58
H: -2.44 1.15 -5.38
H: -2.80 0.12 -3.16
H: 0.31 0.40 3.92
H: -0.80 -0.88 5.73
H: -3.25 -1.14 5.73
H: -4.61 -0.12 3.93
H: -3.51 1.19 2.14
H: 0.92 3.07 3.72
H: 0.55 5.10 5.09
H: -1.37 6.58 4.61
H: -2.92 6.03 2.78
H: -2.57 3.98 1.42
H: 3.31 3.08 2.42
H: 4.29 2.57 4.63
H: 4.22 0.26 5.51
H: 3.18 -1.54 4.18
H: 2.20 -1.02 1.94
H: 4.57 0.72 -0.27
H: 6.42 1.97 -1.37
H: 6.09 4.34 -2.01
H: 3.95 5.47 -1.52
H: 2.13 4.23 -0.36
C: -2.13 -2.70 2.03
Si: -1.39 -3.92 0.85
C: 0.10 -4.80 1.53
C: -2.66 -5.24 0.46
N: -0.93 -3.08 -0.67
C: -1.27 -3.26 -1.95
C: -2.24 -4.09 -2.58
C: -2.35 -3.96 -3.95
C: -1.55 -3.05 -4.67
C: -0.60 -2.25 -4.04
C: -0.46 -2.37 -2.68
F: 0.32 -0.05 -2.41
H: -2.31 -3.18 3.00
H: -3.09 -2.32 1.67
H: -1.46 -1.85 2.18
H: -0.22 -5.42 2.37
H: 0.87 -4.11 1.88
H: 0.54 -5.46 0.77
H: -2.87 -5.79 1.38
H: -2.29 -5.97 -0.27
H: -3.61 -4.84 0.10
H: -2.87 -4.77 -2.03
H: -3.08 -4.56 -4.48
H: -1.68 -2.98 -5.75
H: 0.00 -1.55 -4.61
C: 2.67 0.80 -3.37
C: 2.75 -0.67 -3.51
N: 2.20 -1.64 -2.78
C: 2.56 -2.84 -3.36
C: 3.32 -2.61 -4.45
N: 3.44 -1.24 -4.52
H: 2.47 1.07 -2.34
H: 1.85 1.20 -3.98
H: 3.61 1.25 -3.70
H: 2.22 -3.78 -2.97
H: 3.78 -3.27 -5.16
H: 3.95 -0.72 -5.21
F: 0.56 -1.82 0.93
C: 4.12 -3.61 0.38
O: 3.49 -2.33 0.11
C: 2.33 -2.37 -0.44
O: 1.68 -3.35 -0.82
H: 4.95 -3.40 1.04
H: 4.48 -4.04 -0.56
H: 3.40 -4.28 0.85

Löwdin atomic charge list, values in e, 6 entries: 1.866 -0.381 0.721 -0.385 0.986 -0.432



2.
# C51H52GeMgN3P2

A structure of composition C51H52GeMgN3P2 (ωB97M-V/def2-TZVPD, the Open Molecules 2025 dataset).

The value obtained for the HOMO energy (alpha / beta) is -11.726 / -11.767 eV. The energy above the lowest of the compared OMol25 structures with the same formula, charge and spin comes out at 0.0 kcal per mole. As for the LUMO energy (alpha / beta): -4.9 / -5.7 eV. The charge is +2. As for the total energy: -5098.1120 a.u. As for the spin multiplicity: 2.

Geometry (Å):
Mg: 0.47 0.02 -1.32
C: 3.48 -0.16 -2.74
P: 3.06 0.00 -0.96
C: 3.45 -1.56 -0.11
C: 3.27 -1.62 1.28
C: 3.55 -2.80 1.99
C: 3.92 -3.95 1.34
C: 4.20 -3.89 -0.01
C: 3.93 -2.74 -0.76
C: 4.15 1.29 -0.30
C: 3.83 2.64 -0.57
C: 4.69 3.66 -0.20
C: 5.86 3.34 0.51
C: 6.16 2.01 0.79
C: 5.34 0.98 0.36
C: 2.29 0.14 -3.60
C: 2.27 0.58 -4.89
C: 0.90 0.59 -5.31
C: 0.17 0.11 -4.25
C: -1.30 -0.16 -4.14
P: -1.88 0.19 -2.42
C: -3.16 -1.03 -2.05
C: -3.56 -2.03 -2.94
C: -4.68 -2.81 -2.65
C: -5.37 -2.62 -1.46
C: -4.97 -1.62 -0.59
C: -3.90 -0.82 -0.89
C: -2.64 1.77 -2.44
C: -2.13 2.71 -1.56
C: -2.57 4.02 -1.55
C: -3.57 4.34 -2.45
C: -4.19 3.40 -3.25
C: -3.72 2.10 -3.26
N: 0.99 -0.15 -3.18
H: 3.96 -1.10 -3.00
H: 4.21 0.64 -2.94
H: 3.02 -0.73 1.85
H: 3.38 -2.84 3.06
H: 4.16 -4.84 1.90
H: 4.68 -4.74 -0.48
H: 4.23 -2.72 -1.81
H: 2.92 2.86 -1.10
H: 4.44 4.71 -0.41
H: 6.60 4.10 0.76
H: 7.08 1.76 1.25
H: 5.59 -0.06 0.54
H: 3.09 0.90 -5.47
H: 0.50 0.82 -6.28
H: -1.49 -1.20 -4.34
H: -1.87 0.41 -4.87
H: -3.05 -2.20 -3.87
H: -5.06 -3.52 -3.39
H: -6.28 -3.15 -1.25
H: -5.47 -1.49 0.34
H: -3.65 0.03 -0.23
H: -1.38 2.36 -0.88
H: -2.16 4.76 -0.85
H: -3.91 5.35 -2.43
H: -5.03 3.75 -3.83
H: -4.16 1.39 -3.95
C: -0.62 -0.44 1.28
Ge: -0.76 1.41 2.10
C: -2.63 1.75 2.11
C: -3.51 0.72 2.56
C: -4.87 0.89 2.49
C: -5.40 2.06 1.94
C: -4.57 3.08 1.58
C: -3.18 2.95 1.69
C: 0.14 1.17 3.76
C: 0.70 -0.05 4.08
C: 1.50 -0.24 5.22
C: 1.71 0.80 6.09
C: 1.13 2.10 5.84
C: 1.40 3.18 6.68
C: 0.95 4.40 6.34
C: 0.13 4.59 5.17
C: -0.17 3.55 4.38
C: 0.34 2.27 4.66
H: -1.20 -1.10 1.93
H: 0.37 -0.86 1.23
H: -1.16 -0.47 0.33
H: -3.12 -0.22 2.90
H: -5.51 0.09 2.76
H: -6.46 2.19 1.88
H: -5.05 3.99 1.22
H: -2.55 3.77 1.39
H: 0.59 -0.86 3.40
H: 1.97 -1.19 5.37
H: 2.39 0.65 6.93
H: 2.05 3.07 7.56
H: 1.08 5.27 6.95
H: -0.23 5.60 4.94
H: -0.73 3.69 3.46
N: -0.22 -5.26 -1.77
C: 0.96 -4.60 -2.47
C: 0.65 -3.11 -2.54
N: 0.45 -2.51 -1.21
C: -0.56 -3.22 -0.39
C: -0.33 -4.73 -0.35
H: -0.12 -6.29 -1.74
H: -1.11 -5.04 -2.25
H: 1.08 -5.15 -3.39
H: 1.82 -4.82 -1.85
H: -0.21 -3.00 -3.21
H: 1.46 -2.57 -3.04
H: 1.35 -2.58 -0.71
H: -1.51 -3.00 -0.87
H: -0.60 -2.79 0.63
H: -1.16 -5.29 0.09
H: 0.62 -5.00 0.14

Löwdin atomic charge list, values in e, 6 entries: 0.581 -0.241 1.038 -0.392 -0.095 -0.060



3.
# C51H52GeN3O6P2S2Ta

A structure of composition C51H52GeN3O6P2S2Ta (ωB97M-V/def2-TZVPD, the Open Molecules 2025 dataset).

The value obtained for the HOMO energy (alpha / beta) is -14.928 / -14.928 eV. As for the LUMO energy (alpha / beta): -8.6 / -10.3 eV. The charge is +3. As for the total energy: -6202.5697 a.u. As for the spin multiplicity: 2.

Geometry (Å):
Ta: -0.93 0.00 -0.20
C: -1.12 3.33 2.36
P: -1.99 2.50 0.98
C: -2.49 4.01 0.09
C: -3.55 1.93 1.74
C: -4.72 2.68 1.68
C: -5.89 2.21 2.26
C: -5.89 1.00 2.93
C: -4.74 0.24 3.00
C: -3.57 0.69 2.39
P: -2.05 -0.31 2.35
C: -1.17 0.31 3.83
C: -2.37 -2.00 2.95
H: -1.87 3.67 3.07
H: -0.59 4.19 1.95
H: -0.39 2.70 2.85
H: -2.74 4.76 0.84
H: -3.33 3.86 -0.57
H: -1.64 4.38 -0.49
H: -4.73 3.65 1.20
H: -6.80 2.79 2.18
H: -6.80 0.64 3.40
H: -4.76 -0.71 3.52
H: -1.55 -0.25 4.69
H: -1.37 1.36 4.00
H: -0.10 0.15 3.76
H: -2.98 -1.93 3.85
H: -1.41 -2.42 3.23
H: -2.86 -2.63 2.22
O: -0.21 -2.58 0.85
C: 0.56 -3.17 -0.23
C: 1.13 -1.96 -1.00
O: 1.80 -2.01 -1.98
O: 0.77 -0.77 -0.41
C: -0.36 -4.00 -1.14
C: -1.64 -4.34 -0.72
C: -2.46 -5.14 -1.51
C: -2.00 -5.61 -2.73
C: -0.72 -5.27 -3.16
C: 0.10 -4.48 -2.37
C: 1.66 -4.08 0.33
C: 2.93 -4.16 -0.23
C: 3.85 -5.07 0.27
C: 3.52 -5.90 1.33
C: 2.25 -5.83 1.88
C: 1.32 -4.93 1.38
H: -0.11 -3.17 1.60
H: -2.02 -3.97 0.23
H: -3.45 -5.42 -1.16
H: -2.62 -6.27 -3.33
H: -0.35 -5.65 -4.10
H: 1.09 -4.23 -2.71
H: 3.21 -3.53 -1.07
H: 4.83 -5.13 -0.17
H: 4.23 -6.62 1.71
H: 1.97 -6.49 2.69
H: 0.32 -4.94 1.80
S: 0.94 1.10 1.56
C: 2.58 0.90 1.09
N: 3.55 1.16 1.95
C: 4.90 1.01 1.36
C: 4.57 0.50 -0.06
N: 3.10 0.57 -0.09
H: 3.38 1.51 2.88
H: 5.49 0.30 1.93
H: 5.41 1.97 1.36
H: 4.91 -0.52 -0.22
H: 5.00 1.14 -0.83
H: 2.56 0.22 -0.86
O: -4.02 -1.43 0.68
C: -3.82 -1.21 -0.48
N: -2.88 -0.20 -0.96
S: -2.36 -0.78 -2.42
O: -1.10 -1.40 -1.91
O: -2.18 0.19 -3.45
C: -3.63 -1.91 -2.75
C: -3.92 -2.61 -3.90
C: -5.01 -3.46 -3.84
C: -5.76 -3.60 -2.67
C: -5.44 -2.89 -1.52
C: -4.37 -2.03 -1.58
H: -3.33 -2.50 -4.80
H: -5.28 -4.03 -4.72
H: -6.60 -4.28 -2.66
H: -6.02 -3.00 -0.61
C: 0.97 3.23 -1.03
Ge: 0.01 1.81 -2.01
C: 1.30 1.01 -3.23
C: 2.62 1.47 -3.17
C: 3.57 1.01 -4.06
C: 3.23 0.07 -5.03
C: 1.92 -0.40 -5.09
C: 0.96 0.06 -4.20
C: -1.30 2.91 -3.08
C: -2.69 2.80 -2.86
C: -3.63 3.47 -3.61
C: -3.22 4.29 -4.66
C: -1.86 4.44 -4.94
C: -1.45 5.27 -6.00
C: -0.09 5.43 -6.31
C: 0.86 4.78 -5.55
C: 0.47 3.97 -4.48
C: -0.89 3.76 -4.15
H: 1.07 4.11 -1.68
H: 1.97 2.92 -0.73
H: 0.43 3.52 -0.14
H: 2.90 2.21 -2.43
H: 4.59 1.39 -4.02
H: 3.97 -0.30 -5.72
H: 1.65 -1.13 -5.84
H: -0.04 -0.32 -4.27
H: -3.04 2.13 -2.09
H: -4.68 3.35 -3.39
H: -3.95 4.80 -5.28
H: -2.20 5.79 -6.58
H: 0.21 6.06 -7.14
H: 1.91 4.90 -5.79
H: 1.24 3.48 -3.89

Löwdin atomic charge list, values in e, 6 entries: 1.423 -0.267 0.842 -0.240 -0.389 -0.066



4.
# C51H52HgN4O6SSb

A structure of composition C51H52HgN4O6SSb (ωB97M-V/def2-TZVPD, the Open Molecules 2025 dataset).

The value obtained for the HOMO energy (alpha / beta) is -1.920 / -1.936 eV. As for the LUMO energy (alpha / beta): 3.8 / 3.7 eV. The charge is -2. As for the total energy: -3437.0203 a.u. As for the spin multiplicity: 2.

Geometry (Å):
Hg: -0.41 1.01 0.97
C: -1.02 4.32 -0.32
C: -0.03 4.78 0.71
C: 0.41 6.11 0.72
C: 1.30 6.53 1.68
C: 1.76 5.60 2.60
C: 1.30 4.28 2.52
N: 0.41 3.89 1.61
Sb: 2.35 2.98 3.88
C: 1.06 1.35 4.47
C: 1.71 0.37 5.22
C: 0.97 -0.69 5.70
C: -0.38 -0.73 5.43
C: -0.96 0.28 4.66
C: -2.42 0.24 4.32
N: -0.24 1.30 4.19
C: 3.36 1.85 2.36
C: 4.50 1.12 2.65
C: 5.07 0.35 1.63
C: 4.48 0.36 0.38
C: 3.34 1.13 0.17
C: 2.62 1.15 -1.14
N: 2.80 1.86 1.15
H: -1.10 5.06 -1.12
H: -2.00 4.20 0.13
H: -0.72 3.37 -0.75
H: 0.02 6.80 -0.02
H: 1.64 7.55 1.72
H: 2.47 5.88 3.37
H: 2.77 0.45 5.42
H: 1.44 -1.48 6.28
H: -1.00 -1.55 5.78
H: -2.55 0.24 3.24
H: -2.90 -0.64 4.74
H: -2.92 1.14 4.69
H: 4.94 1.14 3.64
H: 5.95 -0.25 1.82
H: 4.88 -0.24 -0.42
H: 3.25 0.84 -1.97
H: 2.19 2.14 -1.33
H: 1.77 0.46 -1.07
O: -7.08 4.31 1.27
C: -6.05 4.75 1.81
O: -5.87 5.80 2.47
C: -4.80 3.84 1.72
C: -3.75 4.00 2.61
C: -2.65 3.17 2.52
N: -2.53 2.23 1.58
C: -3.53 2.07 0.70
C: -4.68 2.84 0.76
C: -3.36 0.98 -0.36
O: -4.27 0.84 -1.18
O: -2.29 0.29 -0.33
H: -3.81 4.78 3.36
H: -1.81 3.24 3.20
H: -5.48 2.66 0.05
C: -1.27 -3.00 2.84
C: -1.49 -2.52 1.41
C: -2.98 -2.54 1.07
C: -0.62 -3.34 0.48
C: -1.05 -4.56 0.00
C: -0.22 -5.42 -0.70
C: 1.10 -5.03 -0.90
C: 1.58 -3.81 -0.46
C: 3.04 -3.48 -0.68
C: 3.22 -2.36 -1.70
C: 3.76 -3.16 0.63
C: 0.72 -2.87 0.21
O: 1.12 -1.70 0.55
H: -1.88 -2.42 3.55
H: -1.54 -4.05 2.94
H: -0.22 -2.89 3.12
H: -1.14 -1.49 1.36
H: -3.42 -3.53 1.23
H: -3.15 -2.24 0.03
H: -3.52 -1.83 1.70
H: -2.08 -4.87 0.20
H: -0.59 -6.37 -1.08
H: 1.78 -5.70 -1.41
H: 3.51 -4.39 -1.09
H: 2.71 -1.47 -1.33
H: 2.78 -2.64 -2.66
H: 4.27 -2.12 -1.86
H: 3.30 -2.29 1.10
H: 4.82 -2.94 0.45
H: 3.70 -4.00 1.32
O: -0.26 1.68 -2.34
S: -1.16 0.62 -2.89
C: -0.51 -0.97 -2.34
C: -1.38 -2.09 -2.85
C: -0.81 -3.19 -3.47
C: -1.61 -4.23 -3.94
C: -2.99 -4.15 -3.81
C: -3.56 -3.05 -3.19
C: -2.77 -2.02 -2.71
C: -0.71 0.48 -4.67
C: 0.76 0.43 -4.92
C: 1.39 -0.76 -5.28
C: 2.76 -0.81 -5.48
C: 3.53 0.34 -5.31
C: 2.91 1.53 -4.95
C: 1.54 1.57 -4.75
H: -0.53 -0.91 -1.25
H: 0.53 -1.07 -2.66
H: 0.27 -3.26 -3.54
H: -1.15 -5.10 -4.40
H: -3.61 -4.96 -4.17
H: -4.64 -2.99 -3.07
H: -3.22 -1.17 -2.21
H: -1.16 1.36 -5.12
H: -1.22 -0.41 -5.05
H: 0.79 -1.66 -5.40
H: 3.24 -1.74 -5.76
H: 4.60 0.30 -5.46
H: 3.51 2.42 -4.80
H: 1.06 2.49 -4.44

Löwdin atomic charge list, values in e, 6 entries: 1.056 -0.022 -0.309 -0.032 -0.085 -0.167



Among the records above, which one has the lowest charge?
C51H52HgN4O6SSb



Which value of charge does entry 2 give?
+2



Among the records above, which one has the highest charge?
C51H52GeN3O6P2S2Ta